The following is a DFT calculation (ωB97M-V with the def2-TZVPD basis set) of a molecular structure, C72H55BiN6O6S3.

Structure (XYZ):
```
143
Properties=species:S:1:pos:R:3:forces:R:3:lowdin_charge:R:1
Bi -0.534070 0.448128 0.006173 0.29 -0.32 0.18 1.975
N -5.426140 5.014316 -8.297502 -0.01 0.00 -0.02 0.156
C -4.942532 4.515620 -7.382544 0.06 -0.06 0.10 -0.181
C -4.337899 3.893495 -6.230871 -0.07 0.06 -0.05 -0.228
C -4.808867 4.196235 -4.955085 -0.01 0.03 -0.01 -0.012
C -4.224100 3.604229 -3.850195 -0.03 -0.06 0.00 -0.012
C -3.176624 2.700919 -4.005632 -0.05 0.02 0.01 -0.208
C -2.714175 2.401654 -5.281841 0.07 0.03 0.03 -0.009
C -3.286392 2.996856 -6.393253 0.03 -0.04 -0.03 -0.010
C -2.569533 2.056081 -2.798620 0.10 -0.03 0.00 -0.040
C -2.959717 0.736265 -2.591965 -0.01 0.00 0.01 -0.274
C -3.794868 -0.026370 -3.473107 0.01 0.02 0.02 -0.030
C -3.910155 -1.276897 -2.932009 0.01 -0.04 0.00 -0.055
C -3.158247 -1.248273 -1.728978 0.03 0.01 0.06 -0.157
N -2.600637 -0.069584 -1.510228 -0.06 0.13 -0.13 -0.058
C -1.696922 2.891820 -2.071401 0.03 0.01 -0.02 -0.248
C -1.401713 4.230922 -2.434858 0.00 0.01 0.00 -0.018
C -0.526615 4.735549 -1.497509 0.00 0.01 0.00 -0.057
C -0.297392 3.694581 -0.589048 -0.04 -0.03 0.08 -0.153
N -0.979124 2.592059 -0.910876 -0.14 0.02 -0.16 -0.099
H -5.627105 4.893686 -4.838069 0.00 0.00 0.00 0.122
H -4.581857 3.835242 -2.854693 0.00 0.00 0.00 0.127
H -1.894901 1.703212 -5.398889 -0.01 -0.01 0.00 0.123
H -2.924813 2.768798 -7.386696 0.01 0.00 0.01 0.122
H -4.244936 0.327485 -4.386168 0.01 0.01 0.00 0.113
H -4.454829 -2.122388 -3.320513 0.00 0.01 0.00 0.101
H -3.041963 -2.065418 -1.029783 0.02 0.00 0.00 0.106
H -1.788532 4.749729 -3.296391 -0.02 -0.01 0.01 0.112
H -0.086550 5.718620 -1.468128 -0.01 -0.01 0.02 0.098
H 0.344875 3.715641 0.280544 0.02 0.00 -0.02 0.097
C -6.560876 1.236381 -1.334360 -0.02 -0.01 0.00 -0.029
C -6.763449 0.751662 0.108260 0.00 0.00 0.02 -0.547
C -6.540408 -0.766664 0.169215 0.01 0.00 0.02 -0.034
C -8.201775 1.046634 0.535202 0.01 0.01 0.00 -0.066
C -5.742626 1.457943 1.000794 -0.02 0.00 -0.03 -0.151
C -6.108869 2.422966 1.950547 0.03 0.03 0.01 -0.014
C -5.172692 3.064033 2.743282 -0.01 0.00 -0.04 -0.068
C -3.836267 2.732048 2.578773 0.00 0.02 0.07 -0.459
S -2.448771 3.308236 3.445532 0.06 0.02 -0.01 1.145
C -1.437906 2.253638 2.508761 0.07 0.00 0.03 -0.529
N -2.064206 1.559344 1.598694 -0.08 -0.05 0.10 -0.035
C -3.444589 1.790088 1.626363 0.04 0.03 -0.09 -0.282
C -4.398487 1.154377 0.842678 0.08 -0.03 -0.06 0.042
C -0.008531 2.097918 2.757729 0.00 -0.11 -0.09 -0.228
C 0.568233 2.579377 3.861224 0.01 0.04 0.10 0.028
C 1.948022 2.210362 4.201431 -0.04 -0.01 -0.06 -0.096
C 3.046343 2.109420 1.778932 0.08 -0.02 0.07 -0.117
C 1.918545 2.035046 1.078305 -0.14 0.08 -0.07 -0.077
C 0.819051 1.290609 1.804911 -0.16 -0.09 0.10 -0.349
H -7.275353 0.747173 -2.000584 0.01 0.00 0.00 0.094
H -5.555294 1.007050 -1.691811 -0.02 0.01 0.01 0.061
H -6.711931 2.316436 -1.403458 -0.01 0.00 0.00 0.089
H -7.312063 -1.279193 -0.408118 0.01 0.01 -0.02 0.090
H -6.590016 -1.129461 1.198446 -0.01 0.00 -0.01 0.093
H -5.574209 -1.053060 -0.249195 -0.01 0.01 0.02 0.062
H -8.886168 0.454131 -0.073071 -0.01 0.02 -0.01 0.087
H -8.460467 2.097809 0.391646 0.00 -0.01 0.02 0.084
H -8.373940 0.785418 1.581519 -0.01 -0.01 -0.01 0.090
H -7.149158 2.685342 2.079296 0.00 -0.02 0.01 0.105
H -5.477681 3.802423 3.472895 -0.01 -0.01 0.00 0.112
H -4.066827 0.439347 0.102879 -0.03 0.03 0.04 0.087
H 0.009255 3.166981 4.583928 0.03 0.00 0.01 0.102
H 2.259123 2.498251 5.197554 0.02 -0.01 0.00 0.141
H 4.764447 1.047057 2.245043 0.01 -0.01 0.02 0.132
H 2.001064 1.945881 -0.003866 0.02 -0.05 0.02 0.067
O -2.479990 -5.476190 0.740257 -0.20 -0.11 0.32 0.125
C -2.963224 -4.758474 1.730646 0.10 -0.13 -0.08 -0.512
O -3.756004 -5.182916 2.537881 -0.05 0.01 0.01 0.090
C -2.497498 -3.341749 1.832624 -0.08 -0.01 -0.03 -0.041
C -3.011053 -2.462502 2.760221 0.04 0.03 0.03 0.015
N -2.407281 -1.282801 2.560309 -0.02 0.05 0.03 0.038
N -1.520660 -1.335527 1.554491 -0.08 0.08 0.00 -0.004
C -1.565559 -2.580774 1.097833 0.04 -0.03 0.03 -0.159
C -0.701468 -2.937189 -0.087239 0.08 0.02 0.03 -0.617
O -0.888761 -4.053610 -0.601303 0.23 0.08 -0.10 0.050
O 0.110001 -2.050485 -0.440708 -0.22 0.08 -0.03 -0.206
H -1.813935 -4.947770 0.190429 0.01 0.06 -0.18 0.045
H -3.750222 -2.624700 3.526508 0.00 0.02 0.00 0.143
H -2.568901 -0.409704 3.034802 0.00 0.00 -0.03 0.147
C 5.047049 -3.941262 6.676798 -0.01 0.01 -0.03 -0.050
C 4.325104 -3.510518 5.428430 -0.02 0.00 0.03 -0.270
C 2.992709 -3.114529 5.467599 0.04 0.02 0.02 -0.041
C 2.326370 -2.731220 4.311032 -0.03 0.07 -0.06 -0.083
C 3.004362 -2.719864 3.102339 0.00 -0.13 -0.03 -0.347
C 4.324655 -3.140369 3.036205 0.02 0.02 0.04 -0.063
C 4.977106 -3.522258 4.195810 0.01 0.02 -0.05 -0.026
S 2.176889 -2.306734 1.547504 -0.03 -0.02 0.06 1.024
O 2.965727 -2.977527 0.487143 -0.05 0.04 0.09 -0.449
C 2.633233 -0.552955 1.625450 -0.11 0.01 0.06 -0.243
C 1.679279 0.193365 2.602100 0.05 0.06 -0.16 -0.196
C 2.463567 0.861507 3.736607 -0.01 -0.11 -0.01 -0.072
C 3.133307 2.130233 3.244411 0.03 0.19 0.03 -0.259
C 4.446672 2.689698 3.703637 -0.06 -0.06 -0.03 -0.002
C 5.463423 3.164941 2.949939 0.05 -0.03 -0.08 -0.067
C 5.760065 3.103885 1.498514 0.01 0.02 0.08 -0.081
C 5.251860 2.191901 0.656484 0.00 -0.13 0.05 0.002
C 4.244821 1.309824 1.317182 -0.05 0.13 -0.18 -0.186
C 3.673448 -0.061072 0.922216 0.15 -0.07 0.00 -0.124
C 4.401053 -0.777486 -0.169189 -0.04 0.07 0.02 -0.138
C 5.726134 -1.256300 0.046747 0.00 0.00 0.02 -0.096
C 6.332487 -1.230772 1.328342 0.05 0.06 -0.06 -0.030
C 7.594853 -1.715030 1.514295 0.01 -0.02 -0.03 -0.066
C 8.318173 -2.253831 0.427264 0.00 0.02 0.06 -0.072
C 7.756314 -2.298889 -0.814826 -0.01 0.01 -0.03 -0.028
C 6.447923 -1.804403 -1.038377 -0.01 0.00 0.01 -0.143
C 5.849574 -1.848227 -2.322341 0.03 -0.03 -0.03 -0.007
C 4.588876 -1.378091 -2.518600 -0.01 0.06 -0.01 -0.035
C 3.864667 -0.842641 -1.431498 -0.03 0.04 0.04 -0.273
S 2.242123 -0.119489 -1.649258 0.03 0.14 -0.18 0.931
O 2.427239 1.286732 -2.135441 0.01 -0.14 0.04 -0.487
C 1.600485 -1.067913 -3.012733 0.00 0.04 -0.04 -0.391
C 1.045450 -0.348937 -4.054987 -0.01 -0.04 -0.05 -0.066
C 0.378382 -1.034182 -5.065351 0.00 0.03 0.01 -0.040
C 0.259669 -2.416760 -5.031945 0.00 -0.04 -0.03 -0.267
C -0.482708 -3.160496 -6.108991 0.03 0.01 0.03 -0.049
C 0.831951 -3.114829 -3.965068 -0.02 0.02 -0.02 -0.018
C 1.493934 -2.453936 -2.950436 0.01 0.01 0.10 -0.069
H 4.373120 -3.977332 7.531511 0.00 0.00 0.00 0.074
H 5.860114 -3.253030 6.915402 0.00 0.00 0.00 0.083
H 5.485459 -4.931621 6.547803 0.00 0.00 0.01 0.083
H 2.460971 -3.121760 6.411839 0.00 -0.01 0.00 0.111
H 1.279066 -2.457797 4.363069 -0.03 0.00 -0.05 0.107
H 4.818566 -3.173688 2.072637 -0.04 -0.07 0.05 0.103
H 6.010012 -3.848054 4.141834 0.00 -0.01 0.00 0.118
H 0.990508 -0.540306 3.032363 -0.02 -0.04 0.02 0.112
H 2.947079 0.211780 4.457525 0.03 0.02 0.00 0.154
H 4.546827 2.811072 4.778356 -0.01 0.02 0.00 0.112
H 6.252888 3.645443 3.519753 0.00 0.01 0.00 0.099
H 6.501230 3.809144 1.143508 0.00 0.00 0.00 0.099
H 5.529632 2.126446 -0.387989 -0.01 0.01 0.01 0.122
H 5.773933 -0.843366 2.171250 0.03 0.01 -0.01 0.114
H 8.042315 -1.693607 2.499703 0.01 0.01 0.00 0.105
H 9.319101 -2.633824 0.585728 0.00 0.00 0.00 0.104
H 8.304137 -2.716140 -1.651221 -0.01 0.00 0.00 0.114
H 6.414352 -2.258398 -3.150833 0.00 -0.01 0.01 0.117
H 4.138453 -1.403184 -3.501854 -0.03 -0.01 0.01 0.119
H 1.141140 0.729895 -4.067159 0.00 0.00 0.01 0.104
H -0.058809 -0.480352 -5.888421 0.00 0.00 0.00 0.104
H -0.885491 -2.477445 -6.855833 0.00 0.00 0.00 0.072
H -1.311467 -3.728720 -5.683385 0.00 0.00 0.00 0.083
H 0.173193 -3.870564 -6.615449 0.00 0.00 0.00 0.082
H 0.728071 -4.192161 -3.914993 0.00 0.00 0.01 0.123
H 1.888694 -2.996828 -2.100107 0.02 0.01 -0.02 0.114
```
Forces are in eV/Å.

Output
Frontier orbital gap in eV: 6.8
Calculated total energy in a.u.: -4965.716718
HOMO level in eV: -7.8
LUMO level in hartree: -0.0344
Multiplicity: 1